# 1
Molecular formula: C24H36N6O12
Method: DFT, wB97M-V/def2-TZVPD

```
78
Properties=species:S:1:pos:R:3:forces:R:3
C -1.692 -0.465 3.874 -0.1 -1.0 -0.5
N -1.667 -1.742 4.680 -0.9 -1.3 -0.6
O -2.039 -2.818 4.168 0.5 2.0 0.6
O -1.253 -1.639 5.812 0.0 0.0 0.0
H -2.208 -0.639 2.930 0.0 -0.1 0.2
H -0.635 -0.328 3.644 -0.2 0.6 0.2
H -2.182 0.311 4.461 0.5 -0.1 0.0
C 2.197 0.959 -3.601 0.1 1.0 -0.4
N 0.905 1.700 -3.350 0.3 -4.1 0.3
O 0.877 2.849 -3.167 0.1 3.2 0.2
O -0.049 0.931 -3.304 -0.4 0.3 -0.2
H 2.400 0.300 -2.757 -0.4 -0.2 -0.2
H 3.009 1.682 -3.681 -0.2 0.0 -0.1
H 1.989 0.477 -4.556 0.4 -0.3 0.4
C -0.533 -0.986 -0.575 -1.0 -0.7 -0.2
N -0.356 0.359 0.075 1.2 -0.7 -0.7
O 0.458 1.130 -0.368 0.6 0.3 -0.9
O -0.972 0.580 1.075 -1.2 -0.3 0.9
H -1.601 -1.110 -0.750 0.0 0.1 0.4
H -0.206 -1.752 0.128 0.0 0.3 0.2
H -0.062 -1.179 -1.539 0.5 1.0 0.2
C 0.875 -4.786 -0.474 -0.1 -0.2 0.8
N 0.527 -4.842 0.987 0.0 1.0 1.5
O 1.036 -3.962 1.702 -0.8 -1.4 -1.2
O -0.265 -5.688 1.382 0.8 0.6 -0.6
H 0.306 -3.949 -0.878 0.0 -0.3 0.0
H 0.595 -5.758 -0.879 0.0 0.3 -0.2
H 1.941 -4.567 -0.536 -0.2 -0.1 0.0
C 4.313 -2.227 -1.847 0.4 -1.1 -0.3
N 3.522 -2.156 -0.584 2.0 -1.0 -0.9
O 3.677 -2.984 0.289 0.1 0.1 -0.2
O 2.744 -1.269 -0.604 -2.3 2.1 0.8
H 4.696 -1.274 -2.212 -0.2 0.1 0.7
H 3.580 -2.562 -2.581 0.2 -0.2 0.0
H 5.104 -2.963 -1.706 -0.1 0.1 -0.2
C -5.644 -2.615 0.811 -0.2 -0.5 1.0
N -4.361 -2.057 0.382 2.2 0.9 -0.9
O -4.052 -0.879 0.500 -1.5 -0.1 0.7
O -3.587 -2.812 -0.161 -0.1 -1.3 -0.3
H -5.983 -2.032 1.667 -0.5 0.3 -0.7
H -5.480 -3.625 1.186 0.4 0.1 -0.1
H -6.256 -2.748 -0.082 -0.3 0.7 0.3
C -1.358 3.052 5.534 -1.3 -0.7 0.1
C -2.719 3.369 5.279 0.0 -0.5 -0.5
C -3.252 3.421 3.967 1.7 0.2 1.6
C -2.326 3.242 2.968 0.2 -0.2 -0.8
C -0.986 2.933 3.222 1.0 0.3 -0.2
C -0.470 2.757 4.504 -1.8 0.5 0.2
H -1.070 2.831 6.551 0.0 0.3 0.2
H -3.427 3.425 6.092 0.2 0.3 0.3
H -4.276 3.667 3.727 -0.1 -0.1 0.3
H -2.736 3.289 1.969 0.6 0.1 -0.4
H -0.220 2.915 2.461 -0.5 -0.4 -0.7
H 0.498 2.329 4.718 0.2 0.4 -0.2
C -0.490 6.917 -0.051 0.8 1.0 0.6
C 0.643 7.028 0.775 0.1 -1.4 -1.0
C 1.518 5.926 0.822 -0.2 1.3 1.7
C 1.204 4.744 0.237 -0.7 -0.3 -0.8
C 0.098 4.698 -0.596 -1.5 -0.6 -1.1
C -0.783 5.778 -0.802 1.5 0.5 1.4
H -1.065 7.831 -0.075 -0.6 -0.1 -0.3
H 0.831 7.928 1.341 0.0 0.0 0.0
H 2.362 5.870 1.494 0.2 0.6 0.1
H 1.807 3.881 0.480 -0.1 -0.2 -0.4
H -0.149 3.784 -1.116 0.1 -0.2 0.0
H -1.648 5.827 -1.447 0.1 -0.6 -0.1
C 1.065 -2.393 -4.346 -0.3 2.2 -0.5
C 2.227 -2.195 -5.044 1.4 -1.1 -1.8
C 3.151 -3.259 -5.096 -0.1 2.4 -0.4
C 2.940 -4.280 -4.270 1.8 -3.0 0.6
C 1.871 -4.427 -3.464 -1.3 -0.4 0.7
C 0.911 -3.452 -3.524 -1.1 -1.2 1.0
H 0.264 -1.671 -4.409 0.0 0.3 0.0
H 2.433 -1.371 -5.711 -0.4 0.3 0.1
H 4.076 -3.332 -5.650 -0.1 0.8 -0.4
H 3.701 -5.047 -4.245 0.1 -0.3 0.0
H 1.723 -5.328 -2.888 0.1 0.1 0.1
H -0.012 -3.550 -2.972 -0.1 0.0 0.0
```
Forces are in eV/Å.

**Relative energy (zero: lowest compared OMol25 entry of this formula, charge and spin)**: 114.8 kJ/mol
**SMILES**: C[N+](=O)[O-].C[N+](=O)[O-].C[N+](=O)[O-].C[N+](=O)[O-].C[N+](=O)[O-].C[N+](=O)[O-].c1ccccc1.c1ccccc1.c1ccccc1
**Charge**: 0
**HOMO**: -8.79 eV
**LUMO energy**: 0.0001 hartree
**Orbital gap**: 8.79 eV


# 2
Molecular formula: C2H4N2OS
Method: DFT, wB97M-V/def2-TZVPD

```
10
Properties=species:S:1:pos:R:3:forces:R:3
C -0.858 1.017 -0.201 -1.4 -0.5 -1.0
N -1.505 -0.067 -0.452 0.9 0.5 0.7
O -0.751 -1.242 -0.525 -0.1 -0.7 -0.1
C 0.467 -1.262 0.152 1.2 -0.8 -0.7
S 1.583 -0.007 -0.502 -0.1 0.5 -0.5
N 0.496 1.322 -0.225 0.0 -1.2 -0.2
H -1.554 1.849 -0.083 0.4 0.1 0.1
H 0.444 -1.085 1.211 -0.7 0.1 0.6
H 0.966 -2.255 -0.020 -0.7 0.9 0.0
H 0.713 1.728 0.646 0.6 1.1 1.0
```
Forces are in eV/Å.

**Relative energy (zero: lowest compared OMol25 entry of this formula, charge and spin)**: 351.8 kJ/mol
**SMILES**: C1=NOCSN1
**Charge**: 0
**HOMO**: -9.07 eV
**LUMO energy**: 0.0248 hartree
**Orbital gap**: 9.75 eV